Entry 1:
The following is a DFT calculation (ωB97M-V/def2-TZVPD) of a 4-piece molecular cluster, C52H50ClF24INO11P overall.

```
141
Properties=species:S:1:pos:R:3:forces:R:3
C 2.679214 -0.373275 1.024625 0.418 0.059 -0.189
C 1.986038 -1.482454 1.745720 0.280 0.252 0.414
O 2.331294 -1.795622 2.852112 -0.020 -0.042 0.035
O 0.942332 -2.104120 1.157857 -0.153 0.114 -0.418
C 1.251407 -3.380572 0.561435 0.004 -0.220 -0.319
C 0.028160 -4.286100 0.640347 0.667 0.628 -0.568
C -0.911651 -3.862118 -0.477659 -0.591 0.015 0.374
C -2.210264 -4.662649 -0.601367 0.788 -0.326 -0.020
C -2.897028 -4.465209 -1.950169 -0.562 -0.175 0.716
C -3.512798 -3.076368 -2.237172 0.506 -0.319 -0.717
C -2.607386 -1.874974 -2.041329 -0.479 -0.179 0.254
C -2.936136 -1.004688 -0.987043 0.020 0.573 -0.438
C -4.160001 -1.145839 -0.111706 0.652 -0.653 0.270
C -4.011272 -2.221022 0.944310 0.478 -0.837 0.550
C -5.196710 -3.355334 1.038362 -0.061 0.920 -1.236
O -4.862902 -2.084311 1.933626 -0.957 0.952 -0.492
C -2.109717 0.092062 -0.751107 0.180 0.193 -0.296
O -2.466735 0.956481 0.283589 0.062 -0.033 -1.261
C -3.498950 1.837144 0.056655 -0.333 0.049 0.066
O -4.311023 1.961615 0.910718 -0.545 0.223 0.873
C -3.609229 2.668993 -1.179806 0.652 -0.401 -0.183
C -3.168653 3.985163 -1.100915 0.123 0.192 -0.247
C -3.258989 4.826981 -2.205497 -0.086 -0.729 0.211
C -3.804360 4.322069 -3.380799 0.085 0.309 0.176
C -4.265083 3.013982 -3.444434 -0.017 0.026 -0.146
C -4.176707 2.167395 -2.347067 0.318 0.445 -0.055
C -0.929504 0.336301 -1.460606 -0.117 0.497 0.370
C -0.103521 1.530386 -1.017455 0.858 -0.095 -0.414
C 0.081072 2.721583 -2.004654 -0.413 -0.391 0.224
C -0.406350 2.569367 -3.430264 0.153 0.539 -0.434
Cl 1.803852 3.268685 -2.001284 -0.326 -0.278 -0.035
C -0.602957 -0.544538 -2.505118 -0.603 -0.033 0.150
C -1.466691 -1.610974 -2.829045 0.173 0.115 0.219
C -1.135715 -2.458362 -4.015859 -0.055 0.534 0.032
O -1.887368 -3.323476 -4.396819 -0.260 -0.408 -0.098
C 0.089280 -2.180785 -4.820056 0.786 0.021 -0.475
C 0.396423 -2.940869 -5.970195 -0.207 -0.261 -0.252
C -0.444976 -4.074585 -6.517684 -0.487 0.119 -0.112
C -0.232282 -5.375262 -5.772389 -0.738 0.373 -0.188
O 0.814262 -5.757957 -5.418896 1.001 -0.439 0.473
I -1.991470 -6.596764 -5.422751 -0.018 0.027 -0.138
C 1.539492 -2.653825 -6.702413 0.186 0.207 0.144
C 2.394861 -1.621156 -6.353479 -0.518 -0.242 0.300
C 2.103164 -0.856204 -5.235739 0.218 0.744 -0.231
P 3.307930 0.485475 -4.890244 0.430 -0.327 1.477
N 4.464064 0.033332 -3.935149 -0.036 0.159 -0.378
C 0.964952 -1.147480 -4.467570 -0.371 -0.292 -0.265
C 0.680949 -0.376313 -3.238961 0.023 -0.348 0.350
O 1.549656 0.325485 -2.779590 0.454 0.296 0.130
H 2.887839 -0.604270 -0.017382 -0.292 0.006 -0.172
H 2.134133 0.564284 1.099940 -0.305 -0.036 -0.124
H 3.629927 -0.219332 1.523684 0.086 0.027 0.085
H 1.480451 -3.186998 -0.489306 0.118 -0.028 -0.091
H 2.140656 -3.832841 0.999161 -0.054 0.131 0.424
H 0.386991 -5.301806 0.480787 -0.224 -0.228 0.236
H -0.403286 -4.143363 1.628838 -0.165 -0.370 0.087
H -1.125440 -2.806654 -0.310734 0.029 0.117 -0.101
H -0.384813 -3.929601 -1.433489 0.130 -0.008 -0.025
H -2.857814 -4.534543 0.262261 -0.198 0.212 -0.034
H -1.903920 -5.712589 -0.557916 -0.125 -0.134 -0.042
H -3.730002 -5.170101 -1.990056 -0.097 -0.031 -0.079
H -2.206867 -4.813979 -2.707737 0.075 0.323 -0.298
H -4.430434 -2.986155 -1.669632 0.084 0.171 0.291
H -3.828085 -3.085023 -3.277505 -0.056 -0.051 -0.120
H -4.296743 -0.295303 0.546487 0.009 0.273 -0.230
H -5.097596 -1.307616 -0.633819 -0.005 0.133 -0.262
H -3.013404 -2.588226 1.129908 0.242 -0.243 0.251
H -5.487178 -3.079007 -0.010735 -0.618 0.725 0.451
H -6.235070 -3.344764 1.381808 0.364 -1.726 0.973
H -2.732247 4.359475 -0.185437 -0.021 -0.062 0.146
H -2.881512 5.833795 -2.120588 -0.068 0.144 -0.157
H -3.871822 4.970998 -4.241526 -0.050 -0.054 -0.145
H -4.679612 2.657511 -4.376419 -0.087 -0.092 -0.011
H -4.521872 1.146034 -2.409324 -0.031 -0.082 0.026
H 0.890882 1.155283 -0.802466 0.093 -0.077 0.022
H -0.459503 1.938519 -0.080251 -0.351 -0.109 0.016
H -0.448722 3.561143 -1.576715 -0.073 0.172 0.086
H 0.331036 2.137927 -4.099762 0.091 -0.253 0.086
H -0.597550 3.564723 -3.826534 -0.055 0.106 -0.056
H -1.337747 2.019820 -3.517850 -0.162 -0.158 0.221
H -0.142294 -4.283737 -7.544578 0.213 -0.077 -0.039
H -1.497298 -3.839708 -6.568498 -0.152 0.076 0.159
H 1.776645 -3.236286 -7.579521 -0.082 -0.163 -0.058
H 3.279193 -1.439592 -6.946128 0.062 0.137 -0.044
H 2.578217 1.585688 -4.416241 -0.164 0.123 -0.626
H 3.760625 0.826951 -6.180817 -0.338 -0.138 -0.133
H 4.477058 0.604597 -3.099123 0.116 -0.127 0.128
C -0.798051 -0.218578 4.180793 0.546 -0.359 0.054
C -1.258303 0.810808 3.132847 -0.601 -0.484 0.136
C -1.186383 2.291766 3.508042 0.102 0.248 -0.050
F -1.969871 2.581523 4.561655 0.020 -0.072 -0.040
F -1.621210 3.031892 2.455284 0.039 -0.037 -0.081
F -2.498001 0.490304 2.714712 0.066 0.039 0.474
F -0.430599 0.671838 2.051256 0.409 0.019 0.144
O -1.813021 -0.855113 4.939543 -0.344 0.395 -0.174
C -2.318518 -0.291082 6.081482 0.550 -0.175 -0.138
C -3.806140 0.041817 5.937457 -0.351 0.007 -0.021
F -4.009273 0.894828 4.916983 0.060 0.017 0.047
F -4.239827 0.634948 7.074144 0.067 -0.043 0.043
F -1.599058 0.774661 6.474757 -0.111 0.065 0.033
F -2.217761 -1.217123 7.064295 -0.064 -0.048 0.102
H -0.356537 -1.031843 3.604472 -0.069 -0.002 -0.077
H 0.006422 0.164410 4.809891 -0.125 0.205 0.065
H -0.156562 2.583076 3.733723 0.000 -0.039 0.000
H -4.382770 -0.867967 5.758926 0.069 -0.042 0.025
C 0.644332 -3.030227 8.177624 -0.298 0.499 0.316
C 0.665902 -4.564522 8.281429 -0.083 0.127 -0.616
C 1.902292 -5.217469 8.903889 0.077 -0.250 0.237
F 3.016729 -4.960636 8.193990 -0.060 0.069 -0.030
F 1.727958 -6.561084 8.922502 -0.072 0.068 -0.006
F 0.414260 -5.102665 7.069911 0.078 -0.058 0.047
F -0.378439 -4.905216 9.092023 0.088 0.041 0.215
O 0.983651 -2.443960 6.932839 0.210 -0.533 -0.179
C 2.290320 -2.182673 6.600474 -0.242 0.228 0.509
C 2.739537 -2.989986 5.384528 -0.124 -0.221 -0.487
F 2.623513 -4.318494 5.623908 -0.001 0.082 0.123
F 4.044495 -2.732824 5.134159 -0.013 0.108 0.085
F 3.108346 -2.341526 7.659456 0.092 -0.045 -0.120
F 2.350632 -0.870915 6.257563 0.047 0.007 -0.112
H -0.399209 -2.758757 8.313674 -0.108 -0.052 -0.074
H 1.180807 -2.562054 9.003407 0.208 -0.171 -0.031
H 2.043127 -4.872518 9.932210 -0.026 0.038 -0.020
H 2.143768 -2.727461 4.500160 0.196 -0.115 0.531
C 4.542343 8.756756 -2.888724 -0.193 0.305 -0.557
C 5.248509 9.146090 -1.578368 -0.498 -0.333 0.164
C 6.708548 8.720600 -1.402930 0.304 0.146 0.102
F 6.844769 7.381419 -1.418157 -0.102 0.000 -0.045
F 7.153379 9.165771 -0.204390 -0.076 0.038 -0.041
F 4.511046 8.728047 -0.528671 0.100 -0.030 0.024
F 5.253962 10.510155 -1.542164 0.175 0.060 -0.143
O 3.701369 7.615607 -2.878439 0.258 -0.200 0.550
C 4.202191 6.352589 -3.089276 0.057 0.495 -0.407
C 4.016989 5.456278 -1.864243 -0.039 -0.134 0.507
F 4.633439 5.978504 -0.782689 0.066 0.121 -0.113
F 4.570737 4.244111 -2.099213 0.012 0.046 -0.203
F 5.483501 6.393239 -3.500413 0.019 -0.124 0.098
F 3.484694 5.807438 -4.096938 -0.036 -0.128 0.022
H 3.856954 9.579029 -3.087842 -0.033 0.006 0.107
H 5.234530 8.739668 -3.730738 0.187 -0.139 0.139
H 7.333637 9.155329 -2.188155 -0.045 -0.004 -0.023
H 2.958044 5.327651 -1.632512 0.113 0.175 -0.153
```
Positions in Å, forces in eV/Å.

The value obtained for the HOMO energy is -0.3176 Ha. Its orbital gap is 6.94 eV. Its structure (SMILES) is CC(=O)OCCCCCCc1c(C[C@@H]2CO2)c(OC(=O)c2ccccc2)c(C[C@H](C)Cl)c2c1C(=O)c1c(CC(=O)I)ccc([PH2]=N)c1C2=O.FC(F)C(F)(F)COC(F)(F)C(F)F.FC(F)C(F)(F)COC(F)(F)C(F)F.FC(F)C(F)(F)COC(F)(F)C(F)F. The value obtained for the LUMO energy is -1.7 eV. The value obtained for the calculated total energy is -173874.069 eV. Its spin multiplicity is 1.

Entry 2:
The following is a DFT calculation (ωB97M-V/def2-TZVPD) of C52H50FMnNO5P2S3 as an isolated structure.

```
115
Properties=species:S:1:pos:R:3:forces:R:3
Mn -0.056956 -0.222487 1.189388 0.042 -0.048 -0.289
O 2.904909 0.386599 3.918816 -0.096 -0.030 0.020
C 2.711057 0.401537 2.714455 0.021 -0.092 -0.197
O 1.586532 0.613463 2.123959 -0.301 0.143 0.154
C 3.895264 0.164418 1.777446 -0.062 -0.038 -0.069
C 5.160143 0.236201 2.351343 0.081 0.028 -0.030
C 6.302532 0.036740 1.596209 -0.009 -0.026 -0.021
C 6.189292 -0.241936 0.239406 -0.030 -0.007 0.005
C 4.934204 -0.326958 -0.342504 -0.055 0.058 0.006
C 3.772578 -0.136465 0.412014 -0.070 -0.038 0.116
P 2.115822 -0.236425 -0.400894 0.312 0.323 -0.365
C 2.189396 1.381834 -1.305068 0.075 -0.072 -0.047
C 2.690077 1.506438 -2.601969 -0.062 0.002 -0.032
C 2.796592 2.752012 -3.208372 -0.016 -0.004 0.047
C 2.423857 3.899395 -2.519299 -0.017 -0.056 0.002
C 1.941556 3.789151 -1.222532 -0.049 -0.050 0.038
C 1.816306 2.541279 -0.621180 0.028 -0.027 -0.033
C 2.294449 -1.494258 -1.722180 0.044 -0.056 0.097
C 3.107420 -2.616156 -1.565686 0.036 -0.062 -0.012
C 3.041307 -3.677539 -2.462083 -0.028 0.071 -0.017
C 2.154801 -3.637316 -3.528411 0.004 0.043 0.044
C 1.327602 -2.531739 -3.687911 0.023 0.000 0.001
C 1.396360 -1.477419 -2.791323 -0.056 0.033 -0.001
H 5.211475 0.450031 3.410821 0.005 -0.013 -0.013
H 7.280226 0.098181 2.059689 -0.031 0.012 -0.013
H 7.075814 -0.389243 -0.366645 -0.035 0.003 0.017
H 4.858158 -0.538442 -1.403538 -0.017 0.004 0.043
H 3.002720 0.625480 -3.148737 -0.006 -0.008 0.007
H 3.186033 2.825870 -4.217323 -0.007 -0.010 0.031
H 2.515529 4.872998 -2.988008 -0.006 -0.052 0.030
H 1.653547 4.680468 -0.674928 0.015 -0.063 -0.016
H 1.446961 2.467286 0.394957 -0.015 -0.026 0.023
H 3.800804 -2.670131 -0.733659 -0.021 -0.005 -0.050
H 3.683611 -4.538647 -2.321551 -0.014 0.022 0.007
H 2.098414 -4.466229 -4.223470 -0.003 0.025 0.027
H 0.610173 -2.502743 -4.501346 0.051 0.012 0.061
H 0.725748 -0.633064 -2.910681 -0.001 -0.012 0.006
C -3.343370 3.691466 3.308350 0.070 -0.072 0.030
C -1.871391 3.604199 3.723745 -0.134 -0.021 0.005
S -1.004698 2.036720 3.544836 0.130 0.129 0.002
C -1.874050 0.971518 4.700570 0.028 -0.039 0.027
C -3.201767 0.362625 4.237221 0.049 0.036 0.034
S -3.081716 -0.360558 2.586405 -0.082 0.053 -0.098
C -4.526096 0.299974 1.712605 0.005 0.060 -0.009
C -4.957759 1.743259 1.971916 0.041 -0.066 -0.045
S -3.727387 3.035368 1.660307 0.050 0.049 -0.116
H -3.636544 4.741323 3.317397 -0.016 0.035 0.020
H -3.977101 3.186158 4.033827 -0.029 -0.032 0.032
H -1.786611 3.922680 4.766208 -0.003 0.080 -0.021
H -1.271734 4.297422 3.131119 -0.027 0.016 -0.020
H -2.017216 1.493386 5.650049 -0.003 -0.011 0.005
H -1.152854 0.175456 4.884824 -0.004 -0.022 0.063
H -3.982629 1.114274 4.210586 -0.012 0.040 0.063
H -3.513175 -0.400143 4.953133 0.003 -0.015 0.006
H -5.380263 -0.350070 1.908835 -0.046 0.005 -0.022
H -4.259853 0.175801 0.660940 0.004 0.014 -0.006
H -5.358268 1.873536 2.976180 0.000 0.002 0.019
H -5.786365 1.948572 1.293491 -0.055 -0.017 0.000
C -1.773655 0.358667 -5.911169 0.055 -0.016 -0.029
C -2.497788 1.496506 -5.200321 0.047 -0.055 0.255
C -2.088198 2.831093 -5.796215 0.137 0.048 0.029
C -2.670115 3.996878 -5.015830 0.020 -0.030 0.034
C -2.212770 3.918428 -3.586532 -0.009 -0.126 -0.089
C -1.985403 5.041312 -2.833197 0.014 0.167 0.062
C -1.587900 4.924830 -1.501100 -0.046 0.151 -0.149
F -1.364265 6.055497 -0.801812 -0.004 0.052 -0.007
C -1.427870 3.719852 -0.901007 0.056 -0.133 0.223
C -1.647162 2.558075 -1.651173 -0.102 -0.061 -0.029
C -1.499441 1.260596 -0.998291 -0.009 -0.019 -0.185
O -1.168847 1.216647 0.203546 0.300 0.374 0.387
C -1.782326 0.121121 -1.792913 -0.014 -0.003 -0.124
C -2.134265 0.301553 -3.097784 0.032 -0.153 -0.066
N -2.213088 1.480855 -3.730556 -0.042 0.210 -0.202
C -2.015026 2.651881 -2.996821 -0.073 -0.100 -0.149
C -1.622690 -1.317718 -1.326866 -0.025 -0.030 -0.113
O -2.232142 -2.177354 -1.962855 0.160 0.049 0.191
O -0.809105 -1.487448 -0.361860 -0.207 -0.060 0.178
H -1.846692 0.516838 -6.989078 -0.001 -0.012 0.057
H -2.193177 -0.623897 -5.697021 0.022 0.065 -0.011
H -0.715316 0.355470 -5.634235 -0.064 -0.003 -0.040
H -3.576246 1.372107 -5.325202 -0.073 0.022 0.041
H -2.419141 2.847312 -6.834239 0.000 0.017 -0.026
H -0.994338 2.897533 -5.796498 -0.040 0.007 -0.015
H -3.763532 3.956273 -5.058968 -0.003 0.011 0.009
H -2.368328 4.950134 -5.449599 -0.001 -0.001 -0.015
H -2.120108 6.026233 -3.265797 0.018 -0.025 0.043
H -1.142436 3.627802 0.139658 -0.008 -0.009 -0.089
H -2.346364 -0.587117 -3.676062 0.002 0.015 0.043
C -1.041408 -2.589666 4.205809 0.063 0.077 0.116
P -0.132089 -2.352526 2.635325 0.067 -0.632 0.168
C 1.577913 -2.791096 3.076860 0.084 0.090 -0.020
C 2.517346 -2.895519 2.048454 -0.016 0.051 0.041
C 3.852822 -3.133929 2.326681 -0.032 -0.028 0.022
C 4.273753 -3.256613 3.644062 0.001 0.030 0.028
C 3.354384 -3.131122 4.674389 -0.008 0.029 -0.039
C 2.014248 -2.896525 4.393645 0.034 -0.120 0.012
C -0.765930 -3.795969 1.701377 -0.120 0.112 -0.024
C 0.004367 -4.873661 1.287255 -0.003 -0.108 0.082
C -0.563780 -5.897604 0.536771 0.024 0.013 -0.001
C -1.903857 -5.852234 0.193062 -0.060 0.039 -0.006
C -2.683992 -4.779224 0.608928 0.046 -0.035 0.014
C -2.118912 -3.760243 1.356084 -0.035 0.045 -0.118
H -0.698784 -1.889240 4.968376 0.012 -0.022 -0.030
H -0.894689 -3.610465 4.557999 -0.022 0.001 0.035
H -2.102555 -2.417996 4.027544 0.029 -0.069 -0.031
H 2.201179 -2.768539 1.018838 -0.056 -0.070 -0.034
H 4.571110 -3.195246 1.516954 -0.011 0.006 0.020
H 5.321161 -3.423455 3.865761 -0.041 0.001 -0.005
H 3.681111 -3.194708 5.704776 -0.008 -0.011 -0.023
H 1.318972 -2.792690 5.216266 0.025 0.011 -0.027
H 1.047749 -4.943376 1.557105 0.080 0.062 0.000
H 0.053376 -6.729741 0.217740 -0.027 0.035 0.017
H -2.339297 -6.642630 -0.406968 0.010 0.033 0.029
H -3.728677 -4.722633 0.327398 0.048 -0.003 0.011
H -2.731212 -2.908437 1.637584 0.080 -0.096 -0.006
```
Positions in Å, forces in eV/Å.

The energy relative to the best compared isomer or geometry (same formula, charge and spin) comes out at 16.29 kcal/mol. The value obtained for the HOMO energy (spin up / spin down) is -0.2731 / -0.2871 Ha. Its orbital gap (spin up / spin down) is 7.51 / 7.84 eV. The value obtained for the LUMO energy (spin up / spin down) is 0.1 / 0.0 eV. The value obtained for the calculated total energy is -151589.206 eV. Its spin multiplicity is 6.